C39H31F3IrN4O3Sb | ωB97M-V with the def2-TZVPD basis set

Last column: Löwdin charge in e.
Geometry (Å):
Ir (0.82, -0.83, 0.24)  1.28
C (1.41, -3.08, 3.81)  -0.02
C (1.71, -2.30, 2.55)  -0.46
O (0.64, -1.79, 2.00)  -0.24
C (2.99, -2.17, 2.12)  -0.04
C (3.47, -1.51, 0.87)  -0.45
C (4.97, -1.28, 0.90)  -0.03
N (2.74, -0.41, 0.47)  -0.14
N (3.31, 0.34, -0.54)  0.09
C (2.42, 0.82, -1.36)  -0.44
O (1.15, 0.54, -1.30)  -0.27
C (2.85, 1.75, -2.43)  -0.15
C (1.89, 2.40, -3.20)  -0.02
C (2.28, 3.24, -4.24)  -0.08
C (3.63, 3.42, -4.52)  -0.09
C (4.59, 2.77, -3.75)  -0.08
C (4.20, 1.94, -2.71)  -0.03
H (0.34, -3.01, 4.02)  0.08
H (1.97, -2.70, 4.66)  0.08
H (1.67, -4.13, 3.68)  0.08
H (3.76, -2.66, 2.70)  0.11
H (5.49, -2.22, 1.10)  0.08
H (5.18, -0.58, 1.71)  0.09
H (5.33, -0.85, -0.03)  0.07
H (0.85, 2.24, -2.98)  0.10
H (1.53, 3.74, -4.83)  0.10
H (3.93, 4.06, -5.33)  0.10
H (5.64, 2.91, -3.97)  0.10
H (4.94, 1.44, -2.09)  0.11
O (-1.08, -1.70, -0.18)  -0.28
C (-1.29, -2.97, -0.02)  -0.34
C (-2.62, -3.42, 0.17)  -0.01
C (-2.94, -4.74, 0.34)  -0.07
C (-1.95, -5.72, 0.32)  -0.10
C (-0.65, -5.33, 0.14)  -0.05
C (-0.28, -3.98, -0.04)  -0.08
C (1.11, -3.67, -0.23)  -0.23
N (1.65, -2.51, -0.56)  0.01
C (3.08, -2.61, -0.47)  -0.20
C (3.32, -3.97, -0.25)  -0.03
N (2.14, -4.57, -0.06)  0.15
H (-3.39, -2.66, 0.20)  0.09
H (-3.98, -5.02, 0.49)  0.11
H (-2.19, -6.77, 0.46)  0.10
H (0.11, -6.10, 0.11)  0.10
H (3.61, -2.16, -1.32)  0.16
H (4.26, -4.50, -0.19)  0.13
H (2.02, -5.53, 0.23)  0.15
F (-0.82, 7.33, 0.88)  0.06
C (-0.90, 5.99, 0.80)  -0.28
C (-2.15, 5.40, 0.72)  0.00
C (-2.22, 4.02, 0.63)  -0.12
C (-1.06, 3.25, 0.63)  -0.39
C (0.18, 3.87, 0.71)  -0.11
C (0.27, 5.26, 0.80)  0.00
Sb (-1.19, 1.12, 0.47)  1.61
C (-2.69, 0.92, 1.97)  -0.35
C (-2.54, 1.67, 3.14)  -0.12
C (-3.41, 1.52, 4.21)  0.00
C (-4.44, 0.60, 4.09)  -0.28
F (-5.29, 0.45, 5.12)  0.06
C (-4.62, -0.16, 2.96)  0.00
C (-3.73, 0.00, 1.90)  -0.10
C (-2.30, 1.15, -1.35)  -0.33
C (-3.16, 0.12, -1.71)  -0.10
C (-3.83, 0.15, -2.93)  0.00
C (-3.61, 1.21, -3.77)  -0.28
F (-4.26, 1.25, -4.95)  0.06
C (-2.74, 2.24, -3.46)  0.00
C (-2.09, 2.20, -2.24)  -0.12
H (-3.03, 6.02, 0.72)  0.12
H (-3.19, 3.54, 0.56)  0.11
H (1.09, 3.28, 0.70)  0.10
H (1.22, 5.77, 0.86)  0.12
H (-1.73, 2.39, 3.22)  0.10
H (-3.30, 2.10, 5.11)  0.12
H (-5.43, -0.88, 2.92)  0.12
H (-3.87, -0.60, 1.02)  0.07
H (-3.29, -0.74, -1.07)  0.07
H (-4.51, -0.64, -3.22)  0.12
H (-2.59, 3.05, -4.16)  0.12
H (-1.41, 3.00, -1.99)  0.09

Highest occupied orbital energy (spin up / spin down)   -6.72 / -7.26 eV
Energy relative to the best compared isomer or geometry (same formula, charge and spin)   92.91 kcal per mole

---

C39H31N7OPRh | ωB97M-V with the def2-TZVPD basis set

Last column: Löwdin charge in e.
Geometry (Å):
Rh (-0.35, 0.71, -0.37)  1.05
N (0.66, 3.42, 0.90)  -0.07
P (-0.06, 2.10, 1.71)  1.10
C (-1.70, 2.67, 2.25)  -0.37
C (-2.02, 4.02, 2.41)  -0.07
C (-3.28, 4.38, 2.88)  -0.05
C (-4.21, 3.40, 3.21)  -0.04
C (-3.89, 2.06, 3.05)  -0.05
C (-2.64, 1.69, 2.57)  -0.12
C (0.91, 2.16, 3.25)  -0.34
C (0.30, 1.84, 4.47)  -0.06
C (1.03, 1.90, 5.64)  -0.04
C (2.37, 2.26, 5.61)  -0.03
C (2.99, 2.54, 4.40)  -0.04
C (2.27, 2.49, 3.22)  -0.10
C (0.98, 3.41, -0.44)  -0.37
C (1.59, 4.52, -1.04)  0.02
C (1.87, 4.48, -2.39)  -0.01
C (1.55, 3.34, -3.13)  -0.02
C (0.96, 2.29, -2.46)  -0.11
N (0.68, 2.32, -1.14)  -0.06
H (0.98, 4.21, 1.43)  0.12
H (-1.30, 4.79, 2.17)  0.11
H (-3.51, 5.42, 3.02)  0.12
H (-5.18, 3.69, 3.58)  0.12
H (-4.61, 1.30, 3.33)  0.12
H (-2.38, 0.64, 2.46)  0.11
H (-0.75, 1.58, 4.50)  0.11
H (0.55, 1.66, 6.58)  0.12
H (2.94, 2.32, 6.54)  0.12
H (4.04, 2.81, 4.38)  0.12
H (2.77, 2.69, 2.28)  0.11
H (1.83, 5.39, -0.45)  0.13
H (2.32, 5.33, -2.88)  0.13
H (1.75, 3.28, -4.18)  0.12
H (0.66, 1.40, -2.99)  0.12
N (-10.32, -1.84, -0.36)  0.19
C (-9.20, -1.59, -0.36)  -0.17
C (-7.81, -1.24, -0.34)  -0.21
C (-7.01, -1.60, 0.74)  0.00
C (-5.67, -1.27, 0.74)  -0.02
C (-5.11, -0.56, -0.32)  -0.18
C (-5.93, -0.20, -1.40)  -0.01
C (-7.27, -0.54, -1.42)  0.01
C (-3.69, -0.18, -0.32)  -0.04
C (-2.73, -1.18, -0.14)  -0.24
C (-2.99, -2.60, -0.13)  0.02
C (-1.78, -3.21, -0.02)  -0.04
C (-0.82, -2.18, 0.06)  -0.12
N (-1.37, -0.96, 0.00)  -0.09
C (-3.36, 1.17, -0.56)  -0.25
C (-4.32, 2.27, -0.59)  0.01
C (-3.62, 3.38, -0.92)  -0.04
C (-2.27, 2.97, -1.06)  -0.13
N (-2.11, 1.66, -0.83)  -0.07
H (-7.45, -2.13, 1.57)  0.13
H (-5.04, -1.54, 1.58)  0.12
H (-5.50, 0.31, -2.25)  0.13
H (-7.89, -0.27, -2.26)  0.13
H (-3.95, -3.07, -0.25)  0.13
H (-1.59, -4.27, 0.01)  0.11
H (0.25, -2.31, 0.16)  0.10
H (-5.37, 2.19, -0.37)  0.12
H (-3.99, 4.38, -1.05)  0.11
H (-1.44, 3.60, -1.34)  0.10
N (6.59, -0.67, -0.77)  0.20
C (5.80, -0.22, 0.23)  -0.49
O (6.20, 0.32, 1.23)  0.09
C (4.30, -0.38, 0.04)  -0.08
C (3.65, -0.52, -1.18)  0.03
C (2.27, -0.44, -1.21)  -0.11
N (1.52, -0.24, -0.12)  -0.09
C (2.15, -0.24, 1.07)  -0.12
C (3.52, -0.29, 1.19)  0.04
H (7.59, -0.58, -0.65)  0.13
H (6.26, -1.23, -1.53)  0.11
H (4.19, -0.65, -2.10)  0.13
H (1.74, -0.54, -2.15)  0.12
H (1.52, -0.18, 1.95)  0.10
H (3.99, -0.23, 2.16)  0.14

Highest occupied orbital energy (spin up / spin down)   -12.77 / -12.77 eV
Net charge   +2

---

C39H32KN7O3S5 | ωB97M-V with the def2-TZVPD basis set

Last column: Löwdin charge in e.
Geometry (Å):
K (0.45, 1.40, 2.32)  0.51
C (-1.92, 5.83, 3.07)  -0.05
C (-1.71, 4.43, 2.55)  -0.30
N (-0.56, 3.91, 2.31)  -0.01
N (0.56, 4.60, 2.64)  0.04
C (1.64, 4.07, 2.06)  -0.54
O (1.70, 3.23, 1.15)  -0.13
C (2.94, 4.61, 2.61)  -0.14
C (3.06, 5.91, 3.09)  -0.05
C (4.28, 6.37, 3.58)  -0.11
C (5.38, 5.53, 3.61)  -0.12
C (5.26, 4.23, 3.14)  -0.09
C (4.05, 3.78, 2.64)  -0.02
C (-2.87, 3.52, 2.40)  -0.22
C (-4.17, 3.95, 2.67)  -0.04
C (-5.21, 3.03, 2.60)  -0.09
C (-4.93, 1.72, 2.27)  -0.08
C (-3.61, 1.38, 2.00)  -0.13
N (-2.61, 2.25, 2.05)  0.11
H (-0.96, 6.33, 3.10)  0.05
H (-2.33, 5.82, 4.08)  0.08
H (-2.61, 6.39, 2.44)  0.07
H (2.18, 6.55, 3.09)  0.10
H (4.36, 7.39, 3.94)  0.09
H (6.33, 5.88, 4.00)  0.09
H (6.10, 3.55, 3.18)  0.10
H (3.94, 2.76, 2.28)  0.11
H (-4.37, 4.98, 2.94)  0.09
H (-6.23, 3.34, 2.82)  0.09
H (-5.70, 0.95, 2.24)  0.09
H (-3.34, 0.36, 1.75)  0.10
C (0.01, -4.77, -10.92)  -0.10
O (0.49, -5.41, -9.75)  -0.09
C (0.42, -4.71, -8.58)  -0.29
C (-0.09, -3.43, -8.46)  -0.02
C (-0.12, -2.82, -7.22)  -0.01
C (0.37, -3.46, -6.08)  -0.15
C (0.88, -4.75, -6.22)  -0.02
C (0.91, -5.37, -7.46)  -0.01
C (0.32, -2.77, -4.79)  -0.29
N (-0.20, -1.59, -4.59)  0.18
C (-0.03, -1.34, -3.25)  -0.17
C (0.59, -2.39, -2.63)  -0.14
N (0.82, -3.31, -3.63)  0.18
C (0.90, -2.43, -1.25)  -0.09
C (1.56, -3.48, -0.60)  -0.02
C (1.79, -3.38, 0.75)  -0.04
C (1.37, -2.23, 1.43)  -0.14
N (0.75, -1.23, 0.84)  0.13
C (0.51, -1.31, -0.48)  -0.13
C (-0.16, -0.18, -1.11)  -0.13
N (-0.51, 0.85, -0.33)  0.11
C (-1.09, 1.90, -0.87)  -0.11
C (-1.37, 1.99, -2.24)  -0.05
C (-1.05, 0.94, -3.06)  -0.02
C (-0.43, -0.18, -2.50)  -0.09
H (0.16, -5.48, -11.73)  0.09
H (0.57, -3.85, -11.13)  0.09
H (-1.05, -4.53, -10.84)  0.09
H (-0.48, -2.90, -9.31)  0.10
H (-0.51, -1.82, -7.11)  0.11
H (1.27, -5.29, -5.37)  0.10
H (1.31, -6.37, -7.57)  0.12
H (1.27, -4.20, -3.52)  0.14
H (1.87, -4.36, -1.15)  0.10
H (2.30, -4.17, 1.30)  0.11
H (1.57, -2.10, 2.49)  0.05
H (-1.33, 2.71, -0.19)  0.10
H (-1.84, 2.89, -2.63)  0.10
H (-1.25, 0.96, -4.12)  0.11
S (1.98, -2.85, 9.03)  0.32
C (1.68, -2.08, 7.57)  -1.56
S (0.14, -1.49, 7.09)  0.84
C (0.59, -0.72, 5.57)  -1.17
C (1.91, -0.82, 5.24)  -1.20
S (2.82, -0.27, 3.86)  0.34
S (2.88, -1.70, 6.41)  0.82
S (-0.74, 0.07, 4.76)  0.40
C (-1.55, -3.12, 3.01)  -0.10
C (-3.01, -2.74, 3.22)  -0.36
O (-3.26, -2.00, 4.38)  -0.13
H (-1.47, -3.85, 2.20)  0.07
H (-1.14, -3.56, 3.92)  0.08
H (-0.95, -2.25, 2.77)  0.03
H (-3.60, -3.66, 3.27)  0.10
H (-3.38, -2.19, 2.34)  0.09
H (-2.49, -1.43, 4.58)  -0.05

Highest occupied orbital energy   -0.67 eV
Net charge   -2
Energy relative to the best compared isomer or geometry (same formula, charge and spin)   17.71 kcal per mole

---

C39H33BO4 | ωB97M-V with the def2-TZVPD basis set

Last column: Löwdin charge in e.
Geometry (Å):
C (5.28, 2.07, 4.38)  -0.04
C (3.89, 1.65, 4.34)  -0.34
C (2.96, 1.35, 5.30)  -0.03
C (1.76, 1.01, 4.60)  -0.02
C (2.00, 1.13, 3.26)  -0.16
B (1.08, 0.76, 1.97)  -0.53
C (-0.28, 0.25, 2.53)  -0.16
C (-0.81, -1.01, 2.64)  -0.03
C (-2.09, -0.90, 3.27)  -0.03
C (-2.28, 0.45, 3.50)  -0.34
C (-3.30, 1.23, 4.18)  -0.04
O (-1.20, 1.16, 3.02)  0.07
C (0.71, 2.09, 1.22)  -0.12
C (1.10, 3.38, 1.48)  -0.01
C (0.27, 4.25, 0.72)  -0.02
C (-0.60, 3.45, 0.03)  -0.35
C (-1.62, 3.75, -0.94)  -0.05
O (-0.33, 2.12, 0.30)  0.05
C (2.12, -0.29, 1.43)  -0.15
C (2.78, -0.29, 0.24)  -0.04
C (3.89, -1.18, 0.37)  -0.03
C (3.83, -1.71, 1.64)  -0.33
C (4.66, -2.64, 2.38)  -0.03
O (2.72, -1.20, 2.28)  0.06
O (3.31, 1.52, 3.10)  0.05
H (5.60, 2.13, 5.42)  0.08
H (5.94, 1.38, 3.84)  0.08
H (5.40, 3.07, 3.94)  0.08
H (3.09, 1.35, 6.37)  0.10
H (0.83, 0.68, 5.06)  0.11
H (-0.31, -1.91, 2.31)  0.11
H (-2.76, -1.72, 3.51)  0.10
H (-4.18, 0.59, 4.32)  0.08
H (-2.96, 1.55, 5.17)  0.09
H (-3.57, 2.13, 3.62)  0.09
H (1.85, 3.69, 2.20)  0.11
H (0.31, 5.33, 0.68)  0.10
H (-1.81, 4.82, -0.92)  0.10
H (-1.24, 3.53, -1.94)  0.04
H (-2.55, 3.18, -0.77)  0.09
H (2.51, 0.36, -0.60)  0.11
H (4.64, -1.38, -0.39)  0.09
H (5.41, -3.05, 1.71)  0.08
H (5.17, -2.15, 3.22)  0.09
H (4.07, -3.46, 2.79)  0.08
C (-1.26, -0.97, -2.63)  0.09
C (-1.05, 0.24, -3.42)  -0.12
C (-1.69, 1.45, -3.07)  -0.02
C (-1.78, 2.51, -3.96)  -0.06
C (-1.21, 2.43, -5.23)  -0.04
C (-0.53, 1.26, -5.59)  -0.05
C (-0.45, 0.19, -4.70)  0.00
C (-0.48, -2.18, -2.83)  -0.10
C (-1.29, -3.30, -2.44)  -0.08
C (-1.02, -4.57, -2.97)  0.01
C (0.03, -4.71, -3.88)  -0.04
C (0.90, -3.65, -4.16)  -0.04
C (0.68, -2.40, -3.57)  0.00
C (-2.55, -2.80, -1.94)  -0.09
C (-2.55, -1.36, -2.05)  -0.07
C (-3.77, -0.68, -2.00)  0.03
C (-4.97, -1.41, -1.96)  -0.05
C (-4.95, -2.81, -1.90)  -0.04
C (-3.74, -3.50, -1.85)  0.00
H (-2.12, 1.51, -2.07)  0.09
H (-2.34, 3.40, -3.69)  0.12
H (-1.34, 3.25, -5.93)  0.12
H (-0.11, 1.15, -6.59)  0.11
H (-0.03, -0.74, -5.05)  0.10
H (-1.65, -5.40, -2.70)  0.12
H (0.19, -5.67, -4.39)  0.11
H (1.74, -3.79, -4.85)  0.12
H (1.37, -1.57, -3.72)  0.13
H (-3.79, 0.40, -2.02)  0.11
H (-5.92, -0.88, -1.98)  0.11
H (-5.90, -3.35, -1.90)  0.11
H (-3.71, -4.58, -1.75)  0.12

Highest occupied orbital energy   -5.89 eV
Energy relative to the best compared isomer or geometry (same formula, charge and spin)   0.00 kcal per mole

---

Sequential max |F| output: 0.03360 0.03888 0.01349 0.04740 hartree/bohr
Sequential molar mass output: 974.67 747.61 846.16 576.50 g/mol